(1)
C20H24I2IrN6OS2Se | ωB97M-V with the def2-TZVPD basis set

Computed properties:
LUMO level in eV: -3.88
Energy relative to the best compared isomer or geometry (same formula, charge and spin) in kcal/mol: 25.09
Max |F| in eV/Å: 1.9
HOMO-LUMO gap in eV: 6.06
E_HOMO in eV: -9.93
Charge: +1
Energy in eV: -138169.7628

Cartesian coordinates (Å):
Ir1 -0.5896 1.1127 -0.0338
I1 -1.5320 3.5465 1.4923
C1 -2.1925 2.2136 2.9998
I2 -2.0934 0.1857 2.3395
H1 -3.2271 2.4399 3.2229
H2 -1.5620 2.3159 3.8735
S1 1.1106 1.0938 -1.6053
C2 0.2115 0.9160 -3.0956
C3 0.8308 0.3732 -4.2183
C4 0.1458 0.2740 -5.4180
C5 0.7708 -0.3657 -6.5441
N1 1.2597 -0.9092 -7.4299
C6 -1.1683 0.7642 -5.5106
C7 -1.7833 1.2849 -4.3841
C8 -1.1078 1.3297 -3.1685
S2 -1.9144 1.9316 -1.7375
C9 -1.8854 0.7066 -6.7557
N2 -2.4709 0.6565 -7.7424
H3 1.8525 0.0220 -4.1514
H4 -2.7994 1.6530 -4.4468
C10 2.3241 3.3510 1.7405
N3 2.8263 2.0705 2.2099
C11 4.0374 2.0791 3.0259
C12 4.8092 0.7933 2.8126
C13 3.8842 -0.3659 3.1161
N4 2.6527 -0.2473 2.3415
C14 1.9259 -1.4772 2.0855
C15 2.1019 0.9473 2.0178
O1 0.9389 0.9985 1.5474
H5 3.1589 3.9390 1.3615
H6 1.8311 3.9128 2.5382
H7 1.6216 3.1920 0.9292
H8 3.7738 2.1872 4.0836
H9 4.6291 2.9475 2.7426
H10 5.6818 0.7619 3.4637
H11 5.1542 0.7371 1.7784
H12 3.6478 -0.3833 4.1858
H13 4.3531 -1.3160 2.8628
H14 2.6117 -2.2117 1.6622
H15 1.1284 -1.2941 1.3725
H16 1.4977 -1.8836 3.0075
C16 -1.0605 -4.0729 0.7341
N5 -2.2710 -3.3108 0.4423
C17 -3.5494 -3.7227 0.7419
C18 -4.3825 -2.7469 0.3284
N6 -3.6079 -1.7526 -0.2249
C19 -4.1507 -0.5264 -0.7924
C20 -2.3101 -2.1019 -0.1556
Se1 -0.7629 -1.2622 -0.8570
H17 -1.2566 -4.7294 1.5775
H18 -0.2561 -3.3852 0.9796
H19 -0.7637 -4.6689 -0.1266
H20 -3.7537 -4.6661 1.2158
H21 -5.4547 -2.6753 0.3711
H22 -5.0726 -0.2776 -0.2725
H23 -4.3564 -0.6621 -1.8532
H24 -3.4367 0.2783 -0.6794

Cartesian forces, eV/Å:
Ir 0.13 -1.50 -1.09
I 0.04 0.05 0.02
C -0.04 0.02 0.12
I -0.13 0.52 -0.15
H 0.00 0.02 0.02
H 0.02 -0.01 -0.01
S -0.31 0.30 0.55
C 0.34 -0.04 -0.21
C 0.08 0.00 0.04
C 0.01 0.01 -0.05
C -0.05 0.05 0.03
N 0.03 0.03 0.02
C 0.03 -0.02 -0.05
C -0.06 0.01 0.00
C -0.28 0.14 -0.08
S 0.05 -0.19 0.54
C 0.02 -0.05 0.07
N -0.01 0.02 0.02
H -0.02 -0.04 -0.03
H 0.00 -0.04 -0.02
C -0.05 -0.02 0.04
N -0.02 0.09 -0.01
C 0.02 -0.11 -0.03
C -0.02 0.03 -0.02
C 0.05 0.10 -0.03
N -0.01 -0.03 0.01
C -0.07 0.04 0.10
C 0.12 -0.26 -0.17
O -0.11 0.02 0.09
H 0.02 -0.01 0.03
H -0.01 0.00 0.00
H -0.01 0.02 -0.01
H 0.01 0.07 0.00
H -0.01 0.01 -0.04
H -0.02 -0.01 0.02
H 0.00 0.00 0.01
H 0.00 -0.08 0.00
H -0.02 -0.01 -0.02
H 0.01 -0.01 0.02
H 0.01 0.02 0.00
H 0.01 -0.01 0.00
C 0.03 -0.08 0.00
N 0.13 0.07 0.06
C 0.05 -0.10 -0.03
C -0.04 0.08 -0.04
N 0.01 -0.11 0.10
C -0.12 -0.01 -0.14
C -0.20 0.13 0.18
Se 0.33 0.89 0.10
H -0.05 0.01 0.00
H -0.02 0.02 0.01
H -0.03 0.02 -0.03
H 0.03 0.00 -0.01
H 0.01 0.03 0.02
H 0.01 -0.05 0.03
H 0.04 -0.03 0.00
H 0.05 0.01 0.00

(2)
CH5O6PSi | ωB97M-V with the def2-TZVPD basis set

Computed properties:
LUMO level in eV: 6.06
Energy relative to the best compared isomer or geometry (same formula, charge and spin) in kcal/mol: 2.04
Max |F| in eV/Å: 3.5
HOMO-LUMO gap in eV: 8.23
E_HOMO in eV: -2.17
Charge: -2
Energy in eV: -30575.7903

Cartesian coordinates (Å):
C1 -0.4807 0.1506 0.1730
O1 -2.4230 -1.8971 0.2814
O2 -2.8830 0.5695 1.1589
O3 -2.7581 -0.0354 -1.3817
O4 3.0991 -1.3162 0.4358
O5 4.2081 1.2612 0.6603
O6 2.5644 0.4907 -1.4075
Si1 3.3330 0.1840 0.0370
P1 -2.2519 -0.4345 -0.0128
H1 -0.3318 0.0882 1.2076
H2 -0.3268 1.1678 -0.1971
H3 -3.7525 0.3066 1.0574
H4 0.2057 -0.5282 -0.3635
H5 1.7973 -0.0072 -1.6487

Cartesian forces, eV/Å:
C -1.15 -0.73 -1.58
O 0.00 0.57 1.04
O 2.54 0.06 -0.07
O -0.21 0.52 0.74
O 0.18 0.86 0.00
O 0.52 1.20 0.11
O 0.79 1.52 -0.11
Si -0.83 -2.87 -0.19
P 1.78 -0.13 -2.44
H 0.81 0.00 1.55
H -0.24 -0.12 0.12
H -3.42 -0.40 0.21
H -0.41 0.15 0.45
H -0.37 -0.65 0.17

(3)
C43H77BrO2 | ωB97M-V with the def2-TZVPD basis set

Computed properties:
LUMO level in eV: -1.80
Energy relative to the best compared isomer or geometry (same formula, charge and spin) in kcal/mol: 427.87
Max |F| in eV/Å: 8.1
HOMO-LUMO gap in eV: 7.37
E_HOMO in eV: -9.17
Energy in eV: -119959.9830
SMILES string: CCCCCCCCCCCCC1=C([C@@H](Br)CC)C(=O)c2ccccc2C1=O.CCCCCC.CCCCCC.CCCCCC

Cartesian coordinates (Å):
C1 -1.2110 6.9891 4.7251
C2 -1.9592 6.3785 3.3826
C3 -3.6179 6.3570 3.5353
C4 -4.3976 6.3753 2.0800
C5 -5.9624 5.8757 2.2743
C6 -6.6131 5.5142 0.7765
C7 -7.4488 4.0986 0.8206
C8 -6.8406 2.9892 -0.2249
C9 -6.3666 1.5770 0.4619
C10 -5.0971 1.7220 1.5111
C11 -3.8485 0.6926 1.1936
C12 -2.3607 1.3285 1.6145
C13 -1.4781 1.6977 0.2558
C14 -0.1817 0.9961 -0.1073
C15 0.4025 -0.1914 0.8652
Br1 -0.7993 -1.8031 1.0152
C16 1.8885 -0.7517 0.4579
C17 1.7378 -1.9821 -0.6616
C18 0.5944 1.5349 -1.4872
O1 1.2726 0.7468 -2.3249
C19 0.4483 3.1399 -1.8283
C20 1.5860 4.0734 -2.5663
C21 1.2296 5.6792 -2.8669
C22 -0.2212 6.3777 -2.4620
C23 -1.3473 5.4533 -1.6973
C24 -0.9712 3.8801 -1.4305
C25 -2.1136 2.9385 -0.6684
O2 -3.4203 3.1578 -0.8357
H1 -1.0933 6.1418 5.5560
H2 -1.8482 7.8493 5.2170
H3 -0.1307 7.3806 4.4141
H4 -1.5386 5.3008 3.1968
H5 -1.6538 7.0400 2.4379
H6 -3.9861 5.3706 4.0929
H7 -3.9241 7.3167 4.1561
H8 -3.7767 5.6811 1.3357
H9 -4.4269 7.4680 1.6501
H10 -6.6613 6.7036 2.7217
H11 -5.9706 4.8807 2.9208
H12 -5.6799 5.4950 0.0349
H13 -7.2803 6.4235 0.3941
H14 -8.5801 4.3382 0.5836
H15 -7.4569 3.5889 1.8996
H16 -6.0037 3.5288 -0.8494
H17 -7.7133 2.7506 -1.0036
H18 -6.0572 0.8375 -0.4091
H19 -7.3243 1.1059 0.9761
H20 -5.5531 1.5099 2.5918
H21 -4.7541 2.8636 1.4474
H22 -3.9986 -0.3913 1.6636
H23 -3.8099 0.5926 0.0065
H24 -1.7932 0.6408 2.3723
H25 -2.5783 2.3703 2.1554
H26 0.5016 0.2362 1.9746
H27 2.4128 -1.2445 1.4072
H28 2.6357 0.0798 0.0790
H29 1.6333 -3.0416 -0.1223
H30 0.8443 -1.7835 -1.4239
H31 2.7039 -2.0830 -1.3475
H32 2.6246 3.6203 -2.8828
H33 1.9966 6.4033 -3.4199
H34 -0.4996 7.5015 -2.6641
H35 -2.4024 5.8230 -1.3240
C26 3.4015 1.2055 -4.7886
C27 2.5144 0.1299 -5.3962
C28 2.9072 -1.2879 -4.9739
C29 4.3092 -1.7357 -5.4036
C30 4.5813 -1.6815 -6.9091
C31 3.6821 -2.6059 -7.7150
H36 4.4403 1.1052 -5.1158
H37 3.0525 2.1974 -5.0932
H38 3.3770 1.1594 -3.6953
H39 2.5194 0.2211 -6.4875
H40 1.4808 0.3121 -5.0781
H41 2.1636 -1.9900 -5.3689
H42 2.8404 -1.3643 -3.8812
H43 4.4659 -2.7631 -5.0506
H44 5.0603 -1.1249 -4.8890
H45 5.6246 -1.9758 -7.0820
H46 4.4879 -0.6562 -7.2811
H47 3.7941 -3.6442 -7.3864
H48 3.9462 -2.5564 -8.7766
H49 2.6287 -2.3262 -7.6224
C32 4.3736 -7.5581 -0.0931
C33 3.0196 -7.5089 -0.7839
C34 3.0866 -7.8615 -2.2718
C35 3.9304 -6.9145 -3.1331
C36 3.5096 -5.4432 -3.0936
C37 2.1056 -5.2062 -3.6277
H50 5.0684 -6.8248 -0.5124
H51 4.2605 -7.3354 0.9728
H52 4.8224 -8.5522 -0.1850
H53 2.5697 -6.5204 -0.6431
H54 2.3511 -8.2233 -0.2884
H55 2.0654 -7.9022 -2.6688
H56 3.4899 -8.8765 -2.3784
H57 3.8925 -7.2676 -4.1717
H58 4.9819 -6.9870 -2.8310
H59 4.2149 -4.8660 -3.7054
H60 3.5916 -5.0459 -2.0769
H61 2.0159 -5.5579 -4.6605
H62 1.8730 -4.1363 -3.6130
H63 1.3516 -5.7174 -3.0222
C38 2.3721 -4.6131 6.3854
C39 1.2103 -3.7772 6.8998
C40 0.1600 -3.4768 5.8278
C41 0.6571 -2.6513 4.6353
C42 1.2631 -1.2905 4.9879
C43 0.2717 -0.3453 5.6484
H64 2.9290 -4.0922 5.6015
H65 3.0704 -4.8285 7.2005
H66 2.0177 -5.5672 5.9827
H67 1.5901 -2.8475 7.3368
H68 0.7245 -4.3239 7.7171
H69 -0.6854 -2.9624 6.2997
H70 -0.2408 -4.4251 5.4479
H71 -0.1844 -2.4986 3.9473
H72 1.3997 -3.2316 4.0750
H73 1.6235 -0.8229 4.0624
H74 2.1415 -1.4141 5.6293
H75 -0.5953 -0.1743 5.0022
H76 0.7460 0.6226 5.8417
H77 -0.0834 -0.7371 6.6059

Cartesian forces, eV/Å:
C 0.03 -0.48 -0.06
C -0.13 0.37 0.12
C 0.24 0.04 -0.36
C -0.11 0.12 0.87
C 0.17 -0.39 -1.34
C 0.67 0.43 0.50
C -0.20 -0.16 0.08
C -0.87 0.24 -0.72
C -0.09 -0.11 -0.67
C -0.82 0.24 0.35
C 0.15 0.35 -1.10
C -0.46 0.88 -0.42
C 2.44 -1.39 -0.23
C -3.31 2.29 0.31
C 1.69 1.41 0.33
Br 0.25 1.17 0.03
C 0.31 -1.31 -0.38
C 0.68 -0.21 -0.68
C 2.04 -2.33 -2.94
O -3.91 4.61 5.26
C -0.94 3.83 -0.55
C -3.79 1.50 0.99
C -2.78 -1.48 1.43
C 0.39 -4.51 1.34
C 3.98 -2.19 -1.29
C 1.11 1.15 -0.57
C -3.12 0.72 -1.32
O 7.86 -1.28 1.36
H -0.20 1.84 -1.86
H 1.38 -1.59 -1.15
H -2.38 -0.80 0.86
H -0.90 1.99 0.25
H -0.77 -1.38 2.05
H 0.94 2.21 -0.98
H 0.50 -2.08 -1.17
H -1.60 1.34 1.48
H 0.26 -2.10 0.73
H 1.66 -1.62 -0.40
H -0.05 2.23 -1.22
H -2.14 -0.37 1.42
H 1.28 -2.05 0.93
H 2.29 -0.62 0.36
H 0.18 1.41 -2.16
H -1.39 -1.41 1.33
H 1.95 0.30 1.62
H -0.63 1.51 1.74
H 2.07 0.94 -0.91
H 1.29 0.57 -2.17
H -0.49 -2.59 0.24
H 0.32 2.49 -0.98
H -0.18 -0.04 2.61
H -0.93 1.33 -1.75
H 0.59 -2.20 -1.17
H -0.56 -0.83 -2.54
H -1.38 1.20 -1.85
H -1.89 -1.50 0.66
H -0.03 2.51 -1.19
H 1.92 -0.47 1.88
H -1.88 0.46 1.58
H -2.41 1.04 0.71
H -1.71 -2.02 1.39
H 0.93 -2.52 0.34
H 2.46 -0.75 -0.97
C 0.10 0.18 -0.04
C -0.15 -0.08 0.15
C -0.06 -0.09 -0.06
C 0.06 0.13 0.06
C 0.16 -0.13 0.14
C -0.05 0.04 -0.23
H -0.05 0.03 0.02
H 0.07 -0.04 0.05
H 0.00 -0.04 -0.12
H 0.02 -0.05 0.03
H 0.13 -0.05 -0.05
H 0.06 0.03 0.03
H -0.03 0.05 -0.08
H 0.00 0.07 -0.05
H -0.07 -0.05 -0.01
H -0.11 0.10 0.03
H -0.01 -0.02 0.06
H -0.05 0.08 -0.01
H -0.09 -0.08 0.10
H 0.08 -0.07 -0.01
C 0.03 0.11 0.19
C -0.05 -0.16 -0.07
C -0.15 0.03 -0.07
C 0.14 -0.01 0.08
C 0.13 -0.08 -0.18
C -0.12 0.20 0.07
H -0.02 -0.09 0.04
H 0.10 -0.04 -0.10
H 0.01 0.10 -0.01
H 0.00 -0.05 -0.05
H 0.01 0.11 -0.07
H 0.09 0.00 0.01
H -0.03 0.08 0.03
H 0.00 0.06 0.09
H -0.08 -0.02 -0.02
H -0.04 -0.07 0.13
H 0.01 -0.04 -0.01
H -0.02 0.00 0.09
H -0.05 -0.12 -0.04
H 0.03 0.04 -0.08
C 0.19 0.00 0.11
C -0.16 -0.09 -0.01
C -0.08 0.11 0.07
C 0.06 -0.10 -0.05
C -0.09 -0.09 -0.18
C 0.10 0.19 0.13
H -0.04 -0.08 0.04
H -0.03 -0.03 -0.15
H 0.05 0.09 -0.01
H -0.05 -0.02 -0.04
H 0.03 0.12 -0.06
H 0.05 -0.03 -0.06
H 0.05 0.08 0.04
H 0.12 0.01 0.07
H -0.07 0.02 0.03
H 0.04 -0.08 0.07
H -0.03 -0.02 -0.04
H 0.02 -0.04 0.07
H -0.14 -0.07 0.01
H -0.02 0.05 -0.10